Molecular formula: C23H29FN2O8SeSiSn
Method: DFT, ωB97M-V with the def2-TZVPD basis set

Geometry (Å):
Sn (1.3788, 0.5777, 0.3406)
O (-0.2348, -0.5258, 1.3359)
C (-0.8269, -1.7761, 0.9430)
C (0.1032, -2.9552, 1.2649)
N (1.4303, -2.6116, 0.8276)
C (2.5156, -2.6183, 1.8114)
C (2.7959, -1.1260, 1.8312)
O (3.5711, -0.6326, 0.9814)
O (1.9892, -0.4307, 2.5334)
C (1.7855, -3.0434, -0.5076)
C (0.9156, -2.3160, -1.5426)
O (0.3032, -2.9262, -2.4027)
O (0.8815, -1.0346, -1.3697)
H (0.2729, -0.6596, 2.1553)
H (-1.0139, -1.7035, -0.1272)
H (-1.7829, -1.9132, 1.4582)
H (-0.2777, -3.8687, 0.7890)
H (0.1063, -3.1074, 2.3472)
H (3.3620, -3.2302, 1.4973)
H (2.1580, -2.9263, 2.7923)
H (1.6772, -4.1250, -0.6575)
H (2.8183, -2.7419, -0.6901)
C (-5.5375, 5.8244, 1.0516)
C (-4.3069, 6.0107, 1.9304)
C (-4.6870, 5.9674, 3.4050)
C (-3.4728, 6.3046, 4.2560)
C (-2.3331, 5.3855, 3.9044)
C (-1.3319, 5.1406, 4.8172)
C (-0.2995, 4.2601, 4.5126)
F (0.6514, 4.0510, 5.4355)
C (-0.2469, 3.6110, 3.3127)
C (-1.2395, 3.8635, 2.3593)
C (-1.1432, 3.1877, 1.0613)
O (-0.1974, 2.4165, 0.8153)
C (-2.2096, 3.4759, 0.1475)
C (-3.1921, 4.3495, 0.5032)
N (-3.2584, 4.9986, 1.6768)
C (-2.2881, 4.7550, 2.6443)
C (-2.3511, 2.7305, -1.1571)
O (-3.4482, 2.3878, -1.5428)
O (-1.2160, 2.5283, -1.7871)
H (-6.3210, 6.4958, 1.3983)
H (-5.9121, 4.8017, 1.1157)
H (-5.3422, 6.0659, 0.0080)
H (-3.8729, 6.9947, 1.7182)
H (-5.0513, 4.9674, 3.6558)
H (-5.4910, 6.6787, 3.5905)
H (-3.6998, 6.2169, 5.3187)
H (-3.1755, 7.3426, 4.0767)
H (-1.3426, 5.6336, 5.7810)
H (0.5421, 2.9105, 3.0787)
H (-3.9763, 4.5402, -0.2123)
C (-2.1742, -1.0911, -4.2246)
Si (-0.8248, 0.2148, -4.1148)
C (-1.3272, 1.8649, -4.8684)
C (0.8287, -0.4649, -4.6943)
Se (-0.5032, 0.7183, -1.8195)
H (-2.4125, -1.3254, -5.2643)
H (-3.0870, -0.7607, -3.7268)
H (-1.8284, -2.0046, -3.7371)
H (-1.6004, 1.7497, -5.9187)
H (-0.5177, 2.5918, -4.7941)
H (-2.1831, 2.2693, -4.3265)
H (0.8345, -0.6518, -5.7701)
H (1.0049, -1.4121, -4.1831)
H (1.6508, 0.2091, -4.4512)

Atomic forces in eV per Å
Sn 1.03 0.43 -0.59
O -1.18 -0.38 0.09
C -0.44 -0.50 -0.18
C -0.12 0.65 0.04
N 0.44 -0.78 -0.14
C -0.05 0.34 0.11
C 0.91 -0.10 -0.14
O -0.23 -0.34 0.34
O -0.14 0.32 0.24
C -0.11 0.13 -0.13
C -0.08 -0.44 0.13
O 0.10 0.10 0.04
O 0.19 0.22 -0.13
H 0.34 -0.10 0.51
H -0.10 0.04 0.13
H 0.05 0.21 -0.03
H -0.03 0.06 0.01
H 0.01 -0.07 -0.04
H -0.01 0.08 0.00
H -0.01 -0.19 -0.04
H 0.02 0.02 0.01
H 0.01 -0.07 -0.04
C 0.15 -0.06 -0.05
C -0.34 0.13 0.06
C 0.21 0.06 0.07
C 0.00 -0.04 -0.07
C -0.06 0.11 0.02
C 0.02 -0.02 -0.04
C -0.11 0.01 -0.12
F 0.03 -0.02 0.04
C 0.04 -0.02 0.03
C -0.07 0.13 0.06
C 0.10 -0.08 -0.25
O -0.29 0.21 0.36
C 0.19 -0.26 -0.07
C 0.03 -0.07 -0.10
N -0.15 0.00 -0.06
C 0.37 -0.16 0.09
C -0.41 0.12 0.28
O 0.11 0.03 -0.08
O 0.18 -0.29 -0.22
H 0.03 0.03 0.03
H -0.02 0.00 -0.01
H -0.05 -0.03 -0.02
H 0.04 -0.02 0.02
H -0.06 0.00 -0.04
H -0.02 -0.01 -0.04
H 0.00 0.00 0.00
H -0.03 0.01 0.01
H -0.01 -0.04 0.03
H 0.04 0.02 0.02
H -0.07 -0.02 0.06
C 0.22 0.22 0.13
Si 0.02 -0.13 -0.16
C 0.10 -0.25 0.27
C -0.22 0.11 0.16
Se -0.54 0.59 -0.41
H 0.03 0.04 -0.04
H 0.00 0.07 -0.02
H 0.06 0.02 0.00
H 0.02 -0.08 -0.02
H 0.03 -0.02 0.00
H -0.03 -0.03 -0.01
H -0.07 0.04 -0.03
H -0.03 -0.01 -0.02
H -0.04 0.06 -0.03

As for the electronic energy: -125457.3970 eV. For the orbital gap, the calculation gives 7.78 eV. As for the charge: 0. The calculation puts the energy above the lowest of the compared OMol25 structures with the same formula, charge and spin at 0.349 eV. For the HOMO energy, the calculation gives -8.05 eV.

These are the Löwdin partial charges, in e, on atoms 1 to 5:
1. Sn 1.4860
2. O -0.2200
3. C -0.1613
4. C -0.1297
5. N -0.1824